Record 1
Here is a cluster of 2 separate species, C7H14N4 in total from the OMol25 dataset. Energies are from ωB97M-V with the def2-TZVPD basis set.

Last column: natural (NBO) charge in e.
Geometry (Å):
C (0.62494, -1.29176, 0.31915)  0.36
C (-1.76858, -1.55588, 0.65349)  0.28
C (-4.65480, 1.07631, 0.16333)  0.25
C (3.15002, 1.52167, 0.21925)  -0.62
C (3.22271, -0.44302, -1.14854)  -0.61
C (1.77165, -0.59162, 0.86694)  -0.51
C (2.30820, 0.31266, -0.22640)  -0.20
N (-0.55118, -1.27928, 0.55651)  -0.30
N (-3.71889, -0.64726, -0.53829)  0.20
N (-2.78723, -0.94763, -0.02677)  -0.04
N (-5.84375, 1.14789, -0.28792)  -0.63
H (1.02945, -1.93259, -0.50888)  0.26
H (-2.26538, -2.33949, 1.20919)  0.29
H (-4.10864, 1.70542, 0.84095)  0.22
H (2.98349, 2.03435, 1.30306)  0.23
H (3.03940, 2.23435, -0.60415)  0.24
H (4.20141, 1.33667, 0.19692)  0.23
H (3.93058, -0.98825, -0.53644)  0.21
H (2.63970, -1.23249, -1.63830)  0.19
H (3.86260, 0.13465, -1.80422)  0.26
H (2.61200, -1.26822, 1.09826)  0.29
H (1.63008, 0.11618, 1.65228)  0.26
H (1.48993, 0.72798, -0.83599)  0.20
H (-6.56394, 1.87703, -0.16748)  0.46
H (-6.23377, 0.29230, -0.75595)  0.45

Values from the calculation:
* LUMO energy (alpha / beta): -9.35 / -9.34 eV
* Kohn-Sham gap (alpha / beta): 7.39 / 7.66 eV
* charge: +2
* ΔE to the lowest compared entry with this formula, charge and spin: 158.19 kcal/mol
* energy: -493.27106 hartree



Record 2
Here is the molecule C20H20N2 from the OMol25 dataset. Energies are from ωB97M-V with the def2-TZVPD basis set.

Last column: natural (NBO) charge in e.
Geometry (Å):
C (0.23750, -4.28251, 8.16949)  -0.63
C (-0.64525, -3.38621, 7.33663)  0.01
C (-0.51589, -1.98807, 7.43514)  -0.23
C (-1.32352, -1.16663, 6.66007)  0.03
C (-1.23977, 0.32201, 6.84852)  -0.64
C (-2.19362, -1.72906, 5.68415)  -0.06
C (-2.86675, -0.82137, 4.61152)  -0.19
C (-4.43270, -0.85353, 4.65508)  -0.64
C (-2.24164, -0.56955, 3.06710)  -0.36
C (-3.12686, 0.43391, 2.43453)  0.29
N (-3.96628, 1.13381, 2.01351)  -0.32
C (-0.77170, -0.31304, 2.63950)  0.01
C (0.09530, -1.41814, 2.55809)  -0.20
C (1.41645, -1.27412, 2.10823)  -0.15
C (1.89555, -0.05622, 1.62617)  -0.18
C (3.29503, 0.09649, 1.29482)  0.28
N (4.44707, 0.22146, 1.13120)  -0.29
C (1.06575, 1.05433, 1.76881)  -0.15
C (-0.28978, 0.94847, 2.17615)  -0.21
C (-2.37414, -3.10386, 5.63762)  0.01
C (-3.37959, -3.78122, 4.76210)  -0.63
C (-1.55774, -3.93095, 6.42504)  -0.22
H (0.07345, -5.34365, 7.89277)  0.22
H (1.30438, -4.02285, 8.03610)  0.22
H (0.01937, -4.07982, 9.23580)  0.22
H (0.21991, -1.52731, 8.09473)  0.21
H (-0.51828, 0.55748, 7.64039)  0.22
H (-0.99124, 0.84508, 5.91729)  0.22
H (-2.20681, 0.78146, 7.09244)  0.22
H (-2.59451, 0.25515, 4.90800)  0.22
H (-4.73064, 0.15984, 4.33724)  0.23
H (-4.93744, -1.51693, 3.93043)  0.21
H (-4.80995, -1.15470, 5.67493)  0.23
H (-2.57591, -1.61839, 2.73415)  0.26
H (-0.34687, -2.41847, 2.67531)  0.23
H (2.05084, -2.15066, 2.09260)  0.23
H (1.45995, 2.02839, 1.51356)  0.23
H (-0.95965, 1.80589, 1.97501)  0.24
H (-3.27825, -4.86160, 4.88879)  0.22
H (-4.41920, -3.53098, 4.98546)  0.23
H (-3.22625, -3.51733, 3.71742)  0.21
H (-1.67394, -5.02624, 6.33197)  0.21

Values from the calculation:
* LUMO energy: -0.08 eV
* Kohn-Sham gap: 8.79 eV
* charge: 0
* ΔE to the lowest compared entry with this formula, charge and spin: 32.44 kcal/mol
* energy: -883.56286 hartree



Record 3
Here is a structure of composition C25H23MoO3 from the OMol25 dataset. Energies are from ωB97M-V with the def2-TZVPD basis set.

Last column: natural (NBO) charge in e.
Geometry (Å):
O (-3.07469, 4.20369, 4.46638)  -0.25
C (-2.20634, 3.56306, 4.04645)  0.57
Mo (-0.61138, 2.46906, 3.18950)  0.56
C (-2.10311, 0.98141, 1.89435)  0.39
O (-3.27851, 1.03556, 2.12671)  -0.30
C (-0.59642, 3.52367, 1.40972)  0.55
O (-0.64756, 4.09731, 0.39793)  -0.29
H (-1.76830, 0.21895, 0.97131)  0.28
C (1.35446, 1.48210, 2.82248)  -0.23
C (1.46791, 2.47163, 3.86150)  -0.21
C (0.61642, 2.06760, 4.95564)  -0.24
C (-0.03300, 0.83515, 4.57897)  -0.25
C (0.39968, 0.49127, 3.25128)  -0.23
H (1.90835, 1.45918, 1.88580)  0.29
H (2.12217, 3.33769, 3.84885)  0.31
H (0.51095, 2.58083, 5.90834)  0.31
H (-0.69881, 0.24547, 5.20441)  0.31
H (0.14223, -0.41418, 2.70613)  0.29
C (-5.95064, -2.53602, -1.43748)  -0.67
C (-4.66038, -1.78403, -1.37216)  0.14
C (-4.67282, -0.43950, -0.99026)  -0.20
C (-3.48798, 0.26464, -0.87652)  -0.18
C (-2.24333, -0.38629, -1.07734)  -0.04
C (-1.02514, 0.25761, -0.57516)  -0.18
C (0.25344, -0.31918, -0.82417)  -0.28
C (1.41219, 0.40084, -1.04694)  -0.02
C (2.62882, -0.15905, -1.58764)  -0.04
C (3.84840, 0.57997, -1.59555)  -0.12
C (5.01586, 0.03405, -2.10626)  -0.22
C (5.02760, -1.26594, -2.63554)  0.17
C (6.29986, -1.84667, -3.17127)  -0.67
C (3.83623, -2.00368, -2.65219)  -0.21
C (2.65580, -1.46308, -2.15666)  -0.13
C (-2.24637, -1.70556, -1.57659)  -0.15
C (-3.44327, -2.40302, -1.68359)  -0.19
H (-5.79021, -3.54634, -1.82682)  0.25
H (-6.41545, -2.62204, -0.44495)  0.26
H (-6.67280, -2.02181, -2.08544)  0.27
H (-5.61858, 0.05263, -0.76713)  0.25
H (-3.49597, 1.31866, -0.59588)  0.22
H (-1.04283, 1.35552, -0.47962)  0.22
H (0.32795, -1.40578, -0.79635)  0.24
H (1.42878, 1.47287, -0.80833)  0.21
H (3.84282, 1.59137, -1.18416)  0.22
H (5.94350, 0.60797, -2.10239)  0.25
H (6.12926, -2.85661, -3.55681)  0.24
H (6.70811, -1.23449, -3.98604)  0.27
H (7.07400, -1.90251, -2.39443)  0.27
H (3.84840, -3.01420, -3.06641)  0.25
H (1.72991, -2.03610, -2.21470)  0.22
H (-1.30225, -2.18624, -1.84423)  0.23
H (-3.44701, -3.44747, -2.00671)  0.26

Values from the calculation:
* LUMO energy: -13.48 eV
* Kohn-Sham gap: 2.85 eV
* charge: +3
* energy: -1259.10499 hartree



| no. | largest force on an atom (eV/A) |
| --- | --- |
| 1 | 6.277 |
| 2 | 3.947 |
| 3 | 5.945 |